{"formula": "C3H10N2S2", "method": "ωB97M-V/def2-TZVPD", "species": ["C", "C", "N", "N", "H", "H", "H", "H", "H", "H", "C", "S", "S", "H", "H", "H", "H"], "positions_angstrom": [[-1.98, 1.28, -1.34], [-2.09, 0.27, -0.49], [-2.07, 0.33, 0.92], [-1.93, 1.06, -2.75], [-1.93, 2.31, -0.98], [-2.21, -0.72, -0.95], [-1.31, -0.27, 1.26], [-2.88, -0.14, 1.32], [-1.02, 1.29, -3.12], [-2.60, 1.66, -3.22], [1.88, -1.90, -0.38], [1.42, -1.28, 1.26], [1.32, 0.89, 0.74], [1.00, -1.97, -1.03], [2.28, -2.90, -0.19], [2.59, -1.32, -0.98], [2.52, 1.26, 1.21]], "lowdin_spin": [0.004, 0.001, 0.000, 0.000, 0.003, 0.000, -0.001, 0.000, 0.001, 0.000, 0.037, 0.444, 0.458, 0.000, 0.016, 0.003, 0.032], "s_squared": 0.754, "e_homo_ev": [-0.18, -3.67], "orbital_gap_ha": [0.14320, 0.26997], "total_charge": -1, "multiplicity": 2, "relative_energy_kcal_mol": 29.45, "fmax_ev_per_a": 2.86}

{"formula": "C19H23F6N4NiSb", "method": "ωB97M-V/def2-TZVPD", "species": ["Ni", "C", "C", "N", "C", "C", "C", "C", "C", "C", "C", "N", "C", "C", "N", "N", "H", "H", "H", "H", "H", "H", "H", "H", "H", "H", "H", "H", "H", "H", "H", "H", "H", "H", "C", "C", "C", "C", "C", "C", "C", "C", "H", "H", "H", "H", "H", "F", "Sb", "F", "F", "F", "F", "F"], "positions_angstrom": [[0.02, -0.55, -0.16], [0.33, -3.20, -1.74], [1.41, -3.17, -0.65], [1.83, -1.80, -0.36], [2.75, -1.24, -1.36], [2.03, -0.31, -2.31], [2.63, 0.22, -3.44], [1.89, 1.08, -4.24], [0.58, 1.37, -3.90], [0.04, 0.80, -2.75], [-1.35, 1.12, -2.26], [-1.82, 0.21, -1.21], [-2.65, -0.90, -1.70], [-1.76, -1.99, -2.30], [-0.76, -2.35, -1.29], [0.78, 0.00, -1.99], [0.00, -4.24, -1.88], [0.71, -2.82, -2.69], [2.26, -3.79, -0.94], [0.98, -3.59, 0.26], [2.25, -1.79, 0.56], [3.24, -2.04, -1.93], [3.53, -0.66, -0.86], [3.65, -0.04, -3.69], [2.34, 1.54, -5.10], [-0.02, 2.03, -4.51], [-2.05, 1.13, -3.10], [-1.31, 2.14, -1.84], [-2.36, 0.73, -0.52], [-3.37, -0.55, -2.45], [-3.21, -1.32, -0.86], [-1.24, -1.60, -3.18], [-2.37, -2.85, -2.61], [-1.23, -2.80, -0.50], [0.14, 1.13, 0.81], [-0.09, 1.92, 1.73], [-0.44, 2.81, 2.74], [-1.25, 3.93, 2.44], [-1.67, 4.77, 3.45], [-1.29, 4.51, 4.77], [-0.48, 3.42, 5.07], [-0.05, 2.57, 4.07], [-1.55, 4.11, 1.41], [-2.30, 5.62, 3.22], [-1.65, 5.15, 5.56], [-0.19, 3.23, 6.09], [0.56, 1.71, 4.29], [-0.55, -1.68, 1.45], [0.38, -1.97, 3.26], [1.64, -0.69, 2.53], [1.54, -3.25, 2.41], [-0.76, -0.59, 3.88], [-0.92, -3.35, 3.39], [1.22, -2.14, 4.92]], "lowdin_spin": [1.736, 0.002, 0.003, 0.043, 0.003, 0.004, 0.002, -0.002, 0.002, 0.004, 0.004, 0.055, 0.003, 0.003, 0.047, 0.056, 0.001, 0.000, 0.001, 0.000, 0.000, 0.001, 0.000, 0.001, 0.000, 0.000, 0.001, 0.000, 0.001, 0.002, 0.000, 0.000, 0.002, 0.000, 0.373, 0.223, 0.074, 0.080, 0.004, 0.141, -0.001, 0.087, 0.002, -0.002, 0.007, -0.002, 0.002, 0.032, 0.002, 0.001, 0.000, 0.001, 0.002, 0.000], "s_squared": 3.788, "e_homo_ev": [-12.20, -12.85], "orbital_gap_ha": [0.34372, 0.24504], "total_charge": 1, "multiplicity": 4, "relative_energy_kcal_mol": 21.09, "fmax_ev_per_a": 1.79}

{"formula": "C38H44AgN4P", "method": "ωB97M-V/def2-TZVPD", "species": ["Ag", "C", "C", "C", "C", "C", "C", "C", "P", "C", "C", "C", "C", "C", "C", "C", "C", "C", "C", "C", "C", "C", "C", "H", "H", "H", "H", "H", "H", "H", "H", "H", "H", "H", "H", "H", "H", "H", "H", "H", "H", "H", "H", "C", "C", "N", "C", "C", "N", "C", "C", "H", "H", "H", "H", "H", "H", "H", "H", "H", "H", "H", "H", "H", "C", "N", "C", "C", "N", "H", "H", "H", "H", "H", "H", "C", "C", "C", "C", "C", "C", "C", "C", "H", "H", "H", "H", "H"], "positions_angstrom": [[0.76, -0.06, 0.26], [1.37, 4.30, -3.81], [0.18, 3.71, -4.52], [-0.30, 4.32, -5.68], [-1.38, 3.78, -6.37], [-1.98, 2.62, -5.92], [-1.50, 2.00, -4.77], [-0.43, 2.53, -4.06], [0.20, 1.80, -2.49], [-0.94, 0.37, -2.27], [-0.56, -0.94, -2.53], [-1.40, -2.00, -2.26], [-2.66, -1.76, -1.73], [-3.05, -0.46, -1.47], [-2.21, 0.62, -1.72], [-2.67, 2.02, -1.42], [1.73, 0.99, -3.07], [1.95, 0.72, -4.42], [3.10, 0.07, -4.85], [4.04, -0.31, -3.90], [3.84, -0.03, -2.56], [2.69, 0.63, -2.10], [2.49, 0.86, -0.65], [1.60, 5.29, -4.19], [2.25, 3.67, -3.94], [1.18, 4.37, -2.74], [0.17, 5.22, -6.03], [-1.74, 4.28, -7.27], [-2.81, 2.19, -6.46], [-1.97, 1.09, -4.43], [0.43, -1.13, -2.94], [-1.08, -3.02, -2.46], [-3.32, -2.59, -1.50], [-4.04, -0.27, -1.05], [-3.62, 2.01, -0.87], [-2.82, 2.59, -2.34], [-1.93, 2.56, -0.83], [1.21, 1.02, -5.15], [3.25, -0.14, -5.90], [4.95, -0.82, -4.21], [4.59, -0.32, -1.84], [2.29, 1.91, -0.44], [3.40, 0.57, -0.11], [1.85, -0.89, 5.06], [1.32, -0.20, 3.78], [2.39, -0.12, 2.80], [2.81, -1.44, 2.38], [3.32, -2.24, 3.61], [3.27, -1.31, 4.79], [4.13, -0.10, 4.53], [3.51, 0.64, 3.31], [1.30, -1.80, 5.31], [1.87, -0.24, 5.93], [0.97, 0.81, 3.99], [0.50, -0.76, 3.34], [3.59, -1.34, 1.62], [1.96, -1.94, 1.92], [4.35, -2.59, 3.51], [2.67, -3.09, 3.85], [3.63, -1.80, 5.60], [5.14, -0.46, 4.34], [4.12, 0.50, 5.44], [4.25, 0.76, 2.52], [3.16, 1.63, 3.60], [-3.40, 0.54, 1.83], [-2.82, 1.85, 2.07], [-3.68, 2.92, 2.56], [-1.51, 2.04, 2.12], [-0.37, 2.24, 2.21], [-3.90, 0.18, 2.73], [-2.63, -0.16, 1.54], [-4.14, 0.61, 1.03], [-4.66, 2.81, 2.10], [-3.27, 3.89, 2.28], [-3.79, 2.88, 3.65], [-0.41, -1.53, 1.32], [-1.04, -2.51, 1.69], [-1.81, -3.63, 2.12], [-2.67, -3.54, 3.22], [-3.43, -4.63, 3.63], [-3.34, -5.83, 2.95], [-2.49, -5.94, 1.86], [-1.73, -4.86, 1.45], [-2.75, -2.59, 3.75], [-4.09, -4.53, 4.48], [-3.93, -6.68, 3.27], [-2.42, -6.88, 1.32], [-1.08, -4.94, 0.59]], "lowdin_charge": [0.685, -0.070, -0.286, -0.058, -0.096, -0.092, -0.094, -0.338, 1.102, -0.376, -0.101, -0.091, -0.087, -0.072, -0.302, -0.070, -0.362, -0.106, -0.111, -0.108, -0.075, -0.355, -0.282, 0.073, 0.079, 0.064, 0.105, 0.097, 0.098, 0.102, 0.102, 0.101, 0.101, 0.097, 0.065, 0.075, 0.058, 0.102, 0.091, 0.093, 0.095, 0.007, -0.006, -0.054, -0.162, -0.175, -0.164, -0.053, -0.101, -0.061, -0.132, 0.130, 0.127, 0.103, 0.073, 0.121, 0.074, 0.128, 0.132, 0.179, 0.128, 0.127, 0.126, 0.132, -0.045, -0.206, -0.050, -0.325, 0.147, 0.089, 0.057, 0.069, 0.087, 0.092, 0.087, -0.154, -0.191, -0.277, -0.058, -0.101, -0.109, -0.096, -0.049, 0.102, 0.097, 0.095, 0.099, 0.110], "e_homo_ev": -5.81, "orbital_gap_ha": 0.18912, "relative_energy_kcal_mol": 2.03, "fmax_ev_per_a": 0.62}

{"formula": "C3H13NO3", "method": "ωB97M-V/def2-TZVPD", "species": ["C", "C", "N", "C", "H", "H", "H", "H", "H", "H", "H", "O", "H", "H", "O", "H", "H", "O", "H", "H"], "positions_angstrom": [[2.00, 0.45, -0.18], [2.36, 0.47, 1.10], [1.78, 1.26, 2.06], [2.12, 1.27, 3.46], [1.24, 1.06, -0.67], [2.50, -0.23, -0.87], [3.13, -0.23, 1.40], [1.26, 2.05, 1.71], [3.19, 1.13, 3.60], [1.80, 2.21, 3.88], [1.59, 0.47, 4.00], [-2.68, -3.09, -2.59], [-3.42, -2.54, -2.30], [-2.14, -2.44, -3.07], [-2.21, -0.29, -3.65], [-2.30, 0.15, -2.80], [-2.39, 0.40, -4.31], [-1.77, 0.35, 0.97], [-2.32, 0.08, 0.23], [-0.87, 0.63, 0.74]], "lowdin_charge": [-0.047, -0.258, -0.104, -0.101, 0.036, 0.038, 0.111, 0.121, 0.075, 0.076, 0.080, -0.069, 0.026, 0.002, -0.052, 0.036, 0.057, -0.056, 0.018, 0.013], "e_homo_ev": -7.97, "orbital_gap_ha": 0.29907, "smiles": "C=CNC.O.O.O", "relative_energy_kcal_mol": 34.06, "fmax_ev_per_a": 1.08}

{"formula": "C30H73NO19P4S", "method": "ωB97M-V/def2-TZVPD", "species": ["N", "C", "C", "C", "C", "C", "S", "O", "O", "O", "C", "H", "H", "H", "H", "H", "H", "H", "H", "H", "H", "H", "H", "H", "C", "C", "O", "P", "O", "O", "C", "C", "O", "C", "C", "H", "H", "H", "H", "H", "H", "H", "H", "H", "H", "H", "H", "H", "H", "H", "C", "C", "O", "P", "O", "O", "C", "C", "O", "C", "C", "H", "H", "H", "H", "H", "H", "H", "H", "H", "H", "H", "H", "H", "H", "H", "C", "C", "O", "P", "O", "O", "C", "C", "O", "C", "C", "H", "H", "H", "H", "H", "H", "H", "H", "H", "H", "H", "H", "H", "H", "H", "C", "C", "O", "P", "O", "O", "C", "C", "O", "C", "C", "H", "H", "H", "H", "H", "H", "H", "H", "H", "H", "H", "H", "H", "H", "H"], "positions_angstrom": [[9.53, 0.84, 0.92], [8.75, 0.80, -0.38], [7.32, 0.06, -0.08], [6.38, 0.82, 1.04], [5.07, -0.08, 1.52], [4.26, -0.46, 0.13], [4.09, 1.21, -0.80], [4.70, 1.12, -2.22], [2.54, 1.40, -1.00], [4.61, 2.54, 0.13], [5.98, 2.36, 0.65], [10.51, 1.16, 0.74], [9.51, -0.10, 1.39], [8.63, 1.89, -0.81], [9.36, 0.20, -1.21], [6.77, -0.03, -1.14], [7.54, -1.07, 0.24], [7.06, 0.90, 2.02], [5.35, -1.01, 2.17], [4.35, 0.68, 2.10], [3.21, -0.86, 0.46], [4.87, -1.25, -0.51], [6.82, 2.85, -0.05], [6.03, 2.99, 1.66], [4.52, 7.91, -0.77], [3.44, 8.85, -0.27], [2.19, 8.52, -0.85], [1.33, 7.28, -0.16], [0.82, 8.12, 1.03], [-0.04, 7.48, -1.07], [-1.32, 7.49, -0.45], [-1.83, 8.91, -0.35], [1.90, 6.34, -1.50], [1.72, 4.94, -1.37], [0.33, 4.53, -1.81], [4.35, 6.90, -0.40], [5.51, 8.24, -0.42], [4.53, 7.86, -1.86], [3.38, 8.84, 0.82], [3.68, 9.88, -0.58], [-1.28, 7.01, 0.54], [-2.00, 6.90, -1.07], [-1.14, 9.55, 0.20], [-2.81, 8.94, 0.14], [-1.93, 9.35, -1.35], [1.92, 4.62, -0.34], [2.46, 4.45, -2.02], [-0.42, 4.83, -1.06], [0.26, 3.44, -1.91], [0.05, 5.00, -2.76], [1.93, -7.25, 2.20], [2.07, -6.29, 1.04], [0.82, -5.74, 0.69], [0.27, -4.46, 1.59], [1.18, -3.42, 0.90], [-1.06, -4.12, 0.65], [-1.34, -2.79, 0.25], [-0.94, -2.58, -1.19], [-0.75, -5.62, 2.36], [-1.39, -5.18, 3.55], [-2.66, -4.41, 3.24], [1.64, -6.72, 3.11], [2.87, -7.78, 2.39], [1.14, -7.99, 2.00], [2.79, -5.50, 1.27], [2.45, -6.83, 0.16], [-0.84, -2.07, 0.92], [-2.41, -2.63, 0.36], [0.12, -2.80, -1.35], [-1.13, -1.55, -1.51], [-1.50, -3.26, -1.85], [-0.69, -4.57, 4.14], [-1.63, -6.07, 4.13], [-2.43, -3.43, 2.83], [-3.25, -4.26, 4.15], [-3.27, -4.94, 2.50], [-8.43, 7.01, 3.81], [-7.48, 6.60, 2.70], [-7.87, 7.18, 1.47], [-7.42, 8.75, 1.18], [-5.96, 8.39, 0.82], [-7.94, 8.81, -0.40], [-7.10, 9.35, -1.40], [-6.50, 8.22, -2.22], [-9.05, 9.15, 1.58], [-9.31, 10.52, 1.81], [-9.56, 11.26, 0.50], [-8.35, 8.08, 4.01], [-8.21, 6.47, 4.73], [-9.47, 6.82, 3.52], [-6.45, 6.87, 2.95], [-7.52, 5.51, 2.57], [-6.33, 9.99, -0.98], [-7.72, 9.97, -2.05], [-5.93, 7.53, -1.60], [-5.84, 8.61, -3.00], [-7.29, 7.63, -2.70], [-8.47, 10.97, 2.35], [-10.20, 10.59, 2.44], [-8.63, 11.37, -0.06], [-9.96, 12.26, 0.69], [-10.26, 10.70, -0.13], [4.27, -10.48, -2.77], [3.94, -11.95, -2.93], [2.90, -12.33, -2.04], [1.34, -11.99, -2.49], [1.24, -13.18, -3.48], [0.61, -12.79, -1.23], [-0.47, -13.67, -1.48], [0.00, -15.11, -1.40], [1.46, -10.67, -1.38], [0.43, -9.71, -1.47], [-0.79, -10.13, -0.68], [3.44, -9.86, -3.10], [5.15, -10.22, -3.36], [4.47, -10.24, -1.72], [3.66, -12.18, -3.96], [4.82, -12.56, -2.68], [-0.95, -13.46, -2.44], [-1.23, -13.50, -0.71], [0.81, -15.31, -2.12], [-0.82, -15.81, -1.61], [0.41, -15.33, -0.41], [0.17, -9.53, -2.52], [0.82, -8.77, -1.06], [-1.32, -10.95, -1.18], [-1.50, -9.30, -0.57], [-0.51, -10.48, 0.32]], "lowdin_charge": [-0.063, -0.280, -0.176, -0.288, -0.166, -0.189, 0.825, -0.362, -0.395, -0.288, -0.176, 0.074, 0.070, 0.113, 0.121, 0.110, 0.129, 0.143, 0.128, 0.135, 0.118, 0.130, 0.139, 0.151, -0.089, -0.313, -0.237, 0.744, -0.227, -0.237, -0.319, -0.072, -0.212, -0.313, -0.071, 0.063, 0.074, 0.084, 0.105, 0.118, 0.105, 0.112, 0.072, 0.069, 0.079, 0.107, 0.119, 0.063, 0.077, 0.090, -0.082, -0.312, -0.239, 0.745, -0.230, -0.237, -0.319, -0.072, -0.215, -0.314, -0.077, 0.066, 0.079, 0.079, 0.104, 0.114, 0.105, 0.114, 0.071, 0.080, 0.080, 0.109, 0.119, 0.064, 0.081, 0.091, -0.089, -0.311, -0.234, 0.745, -0.224, -0.237, -0.320, -0.074, -0.216, -0.315, -0.079, 0.065, 0.076, 0.084, 0.106, 0.120, 0.104, 0.113, 0.071, 0.077, 0.080, 0.109, 0.118, 0.063, 0.080, 0.091, -0.089, -0.311, -0.236, 0.745, -0.220, -0.238, -0.322, -0.076, -0.217, -0.308, -0.074, 0.065, 0.076, 0.082, 0.106, 0.120, 0.105, 0.112, 0.072, 0.076, 0.080, 0.110, 0.110, 0.063, 0.082, 0.089], "e_homo_ev": -9.58, "orbital_gap_ha": 0.26781, "smiles": "NCC[C@@H]1CCS(=O)(=O)OC1.CCOP(=O)(OCC)OCC.CCOP(=O)(OCC)OCC.CCOP(=O)(OCC)OCC.CCOP(=O)(OCC)OCC", "fmax_ev_per_a": 10.08}

{"formula": "C5H3F5O2Si", "method": "ωB97M-V/def2-TZVPD", "species": ["O", "Si", "O", "C", "C", "F", "C", "F", "C", "F", "C", "F", "F", "H", "H", "H"], "positions_angstrom": [[2.57, 0.87, -0.17], [1.55, 0.47, 0.97], [0.89, 1.66, 1.88], [-0.03, 0.04, 0.14], [-1.14, -0.34, 0.76], [-1.34, -0.33, 2.04], [-2.09, -0.95, -0.16], [-3.32, -1.30, 0.23], [-1.53, -0.89, -1.41], [-2.02, -1.33, -2.60], [-0.06, -0.39, -1.30], [0.13, 0.59, -2.14], [0.82, -1.32, -1.70], [2.41, 1.28, -0.95], [2.03, -0.55, 2.00], [1.14, 2.48, 2.42]], "lowdin_charge": [-0.063, 0.367, -0.173, -0.084, -0.241, 0.168, -0.108, 0.131, -0.044, 0.104, -0.517, 0.153, 0.140, 0.020, 0.033, 0.115], "e_homo_ev": -9.30, "orbital_gap_ha": 0.33324, "smiles": "O[SiH](O)C1=C(F)C(F)=C(F)C1(F)F", "fmax_ev_per_a": 3.74}